Record 1
A cluster of 2 separate species, C4H8O3 in total, computed with ωB97M-V with the def2-TZVPD basis set.

The relative energy (zero: lowest compared OMol25 entry of this formula, charge and spin) comes out at 2.495 eV. Its calculated total energy is -10418.5083 eV.

Structure (ORCA input):
```
! wB97M-V def2-TZVPD RIJCOSX def2/J DEFGRID3
* xyz 0 1
C -2.13 -2.28 -1.20
C 0.05 -0.21 0.27
C 0.92 0.78 0.46
C 0.57 2.23 0.30
O -3.24 -1.84 -1.26
O 0.34 -1.54 0.39
O 2.23 0.47 0.81
H -1.73 -2.76 -0.29
H -1.43 -2.23 -2.04
H -0.97 -0.02 0.00
H 1.31 2.73 -0.32
H 0.54 2.73 1.27
H -0.40 2.32 -0.17
H 1.27 -1.63 0.63
H 2.67 1.26 1.14
*
```



Record 2
A cluster of 3 separate species, C6H14O2 in total at a distorted geometry, computed with ωB97M-V with the def2-TZVPD basis set.

The relative energy (zero: lowest compared OMol25 entry of this formula, charge and spin) comes out at 3.177 eV. Its calculated total energy is -10541.4397 eV.

Structure (ORCA input):
```
! wB97M-V def2-TZVPD RIJCOSX def2/J DEFGRID3
* xyz 0 1
C -0.98 -2.07 -0.69
C 0.93 -0.43 0.29
C 1.65 0.55 -0.62
C 1.31 -0.23 1.76
O -2.06 -1.51 -0.50
O -0.36 -2.05 -1.88
H -0.79 -1.40 -2.45
H -1.99 0.03 0.04
H -0.60 -2.88 -0.06
H 1.28 -1.42 0.02
H 1.33 1.57 -0.42
H 2.73 0.49 -0.50
H 1.43 0.33 -1.67
H 1.04 0.77 2.09
H 2.38 -0.37 1.91
H 0.79 -0.95 2.40
C -1.61 1.08 0.43
C -1.56 2.11 -0.40
H -1.37 3.12 -0.07
H -1.67 1.25 1.50
H -0.26 0.02 0.28
H -1.60 1.98 -1.47
*
```



Record 3
A cluster of 4 separate species, C3H14O4 in total at a distorted geometry, computed with ωB97M-V with the def2-TZVPD basis set.

The relative energy (zero: lowest compared OMol25 entry of this formula, charge and spin) comes out at 2.196 eV. Its calculated total energy is -11526.4126 eV.

Structure (ORCA input):
```
! wB97M-V def2-TZVPD RIJCOSX def2/J DEFGRID3
* xyz 0 1
C -0.56 -0.87 -0.61
O -0.14 0.30 0.09
C -0.59 -0.67 -2.13
C -0.66 0.78 -2.43
H 0.19 -1.61 -0.25
H -1.55 -1.23 -0.41
H -0.80 1.06 -0.07
H 0.34 -1.10 -2.50
H -1.45 -1.19 -2.69
H -1.71 1.21 -2.28
H 0.06 1.57 -2.32
H -0.73 0.82 -3.52
H 2.35 -0.59 1.99
H 2.32 -2.18 2.50
O 2.42 -1.26 2.66
H 1.82 1.16 0.47
H 0.88 0.69 1.66
O 1.69 1.18 1.43
H -1.81 1.24 2.85
H -0.64 0.21 3.07
O -1.41 0.47 2.50
*
```



Record 4
A structure of composition C14H17B2CsF6KN3O13S2 at a distorted geometry, computed with ωB97M-V with the def2-TZVPD basis set.

Its calculated total energy is -102086.4530 eV.

Structure (ORCA input):
```
! wB97M-V def2-TZVPD RIJCOSX def2/J DEFGRID3
* xyz 0 1
B -2.63 0.85 -2.06
C -4.19 0.72 -2.06
H -2.13 1.92 -2.01
H -1.96 -0.13 -2.17
H -4.62 1.69 -1.81
H -4.55 -0.03 -1.36
H -4.53 0.45 -3.06
K -2.85 -1.64 -3.54
B 2.74 -2.15 -0.99
O 2.88 -1.82 0.42
C 4.16 -1.54 0.70
O 4.61 -1.24 1.76
C 4.94 -1.67 -0.65
O 6.11 -1.48 -0.81
O 4.06 -2.02 -1.58
O 2.15 -3.50 -1.20
C 1.03 -3.42 -1.87
O 0.29 -4.30 -2.20
C 0.79 -1.92 -2.16
O -0.18 -1.50 -2.77
O 1.75 -1.23 -1.66
N 4.42 3.31 -3.20
C 3.41 2.39 -3.25
C 3.95 1.16 -2.97
C 5.34 1.36 -2.73
C 5.60 2.69 -2.87
H 4.31 4.30 -3.36
H 2.40 2.68 -3.49
H 3.41 0.23 -2.93
H 6.05 0.60 -2.46
H 6.51 3.25 -2.77
C 0.95 -2.85 7.59
F 0.10 -3.16 8.57
F 1.48 -3.96 7.10
F 0.29 -2.22 6.63
S 2.25 -1.76 8.32
O 2.92 -2.54 9.30
O 1.57 -0.57 8.75
N 3.09 -1.53 6.98
S 4.22 -0.47 6.99
O 5.38 -0.76 7.78
O 3.72 0.90 7.17
C 4.74 -0.52 5.22
F 3.73 -0.22 4.43
F 5.24 -1.70 4.93
F 5.69 0.41 5.09
Cs 4.00 2.72 8.61
C -7.39 1.10 -3.62
O -7.47 0.60 -2.51
N -8.42 1.63 -4.30
C -8.27 2.20 -5.62
C -9.73 1.63 -3.67
H -6.44 1.15 -4.18
H -8.54 3.25 -5.63
H -8.89 1.67 -6.35
H -7.23 2.12 -5.93
H -9.71 2.18 -2.73
H -10.06 0.61 -3.45
H -10.45 2.09 -4.35
*
```



no.,E_HOMO (eV),gap between HOMO and LUMO (eV)
1,-8.337,8.9
2,-9.223,10.0
3,-10.274,10.8
4,-7.700,6.3